(1)
{"formula": "H16O8", "method": "ωB97M-V/def2-TZVPD", "elements": ["O", "H", "H", "O", "H", "H", "O", "H", "H", "O", "H", "H", "O", "H", "H", "O", "H", "H", "O", "H", "H", "O", "H", "H"], "positions_angstrom": [[0.7921, -0.4888, 1.6314], [-0.1235, -0.5825, 1.9176], [0.7414, -0.5194, 0.6693], [0.0205, -2.3795, -0.1981], [0.5926, -3.0279, -0.6239], [-0.8599, -2.7667, -0.2606], [0.5361, 2.7072, 3.6913], [0.1129, 2.9623, 2.8637], [0.1535, 1.8462, 3.8947], [-0.6631, -0.4582, -2.7719], [0.0774, -0.6610, -2.1892], [-0.4762, -0.9612, -3.5725], [1.4884, 0.4532, -1.3000], [1.8849, 1.2967, -1.0544], [1.9181, -0.1856, -0.7200], [-3.9849, 0.2946, 1.5392], [-4.6746, 0.5491, 2.1625], [-3.5742, 1.1301, 1.2897], [0.0651, 1.4733, 0.9916], [0.1015, 2.4270, 0.8570], [0.6367, 1.3219, 1.7528], [1.3875, -1.4647, -3.6915], [2.0186, -2.1932, -3.6923], [1.8288, -0.7727, -3.1863]], "forces_ev_per_angstrom": [[0.93, -1.83, 1.14], [0.12, -0.23, -0.23], [-0.47, -0.09, 0.29], [0.09, -0.37, -0.23], [-0.06, 0.04, 0.04], [-0.03, 0.20, -0.09], [0.02, -0.02, -0.06], [-0.09, 0.02, 0.25], [0.00, 0.07, 0.07], [-0.92, 0.18, 0.02], [-0.49, 0.14, -0.12], [-0.04, 0.14, 0.32], [0.68, -0.32, -0.11], [-0.21, -0.01, 0.01], [0.17, 0.09, -0.01], [-0.05, 0.17, 0.14], [0.04, -0.08, -0.06], [0.05, -0.12, -0.08], [-0.66, 2.57, -0.28], [-0.24, 0.14, -0.37], [0.15, -0.28, -0.23], [1.12, -0.73, -0.26], [-0.03, 0.01, -0.18], [-0.10, 0.31, 0.02]], "e_homo_ev": -10.001, "lumo_energy_ha": 0.006, "gap_ev": 10.17, "smiles": "O.O.O.O.O.O.O.O"}


(2)
{"formula": "C2H2LiO2Tl", "method": "ωB97M-V/def2-TZVPD", "elements": ["O", "C", "C", "O", "Tl", "Li", "H", "H"], "positions_angstrom": [[-0.6531, 0.7568, -0.4947], [0.4378, 0.0686, -0.4967], [0.6652, -0.8823, 0.5333], [-0.1918, -1.0543, 1.4440], [-2.0267, 0.0504, 1.2090], [-1.0575, 2.2373, -1.4817], [1.2093, 0.2598, -1.2553], [1.6169, -1.4365, 0.5421]], "forces_ev_per_angstrom": [[0.45, 0.95, -1.30], [0.89, -0.23, -0.06], [0.33, -0.03, 0.03], [1.90, -1.04, -0.12], [-2.97, 0.56, 1.15], [0.00, -0.14, 0.05], [-0.24, -0.18, 0.22], [-0.36, 0.10, 0.02]], "spin_multiplicity": 2, "total_charge": 1, "e_homo_ev": [-12.557, -13.151], "lumo_energy_ha": [-0.169, -0.191], "gap_ev": [7.96, 7.95], "s_squared": 0.7553}


(3)
{"formula": "C38H61As3CsI2N8O9", "method": "ωB97M-V/def2-TZVPD", "elements": ["Cs", "I", "C", "C", "C", "I", "C", "O", "C", "C", "N", "C", "C", "C", "C", "C", "C", "N", "C", "H", "H", "H", "H", "H", "H", "H", "H", "H", "H", "H", "C", "As", "C", "C", "C", "C", "C", "As", "C", "C", "C", "As", "C", "C", "H", "H", "H", "H", "H", "H", "H", "H", "H", "H", "H", "H", "H", "H", "H", "H", "H", "H", "H", "H", "H", "H", "H", "H", "H", "H", "H", "O", "H", "H", "C", "N", "C", "C", "N", "N", "C", "C", "H", "H", "H", "H", "H", "H", "H", "H", "H", "H", "H", "H", "H", "C", "C", "N", "O", "H", "H", "H", "H", "H", "O", "C", "O", "C", "C", "C", "C", "C", "C", "N", "O", "O", "N", "O", "O", "H", "H", "H"], "positions_angstrom": [[-0.8803, -0.1944, 0.7438], [0.6285, 3.1273, 8.2533], [0.2112, 2.6677, 6.2375], [-0.7880, 3.3466, 5.5417], [-0.9030, 3.0988, 4.1781], [-2.3477, 3.9665, 3.0445], [-0.0464, 2.2035, 3.4480], [-0.0817, 2.1682, 2.1856], [0.8499, 1.4298, 4.2805], [1.7924, 0.3900, 3.6873], [1.3788, -1.0042, 3.4973], [0.5300, -1.6628, 4.4672], [-0.0054, -2.9818, 3.9130], [0.2325, -4.1994, 4.5363], [-0.3573, -5.3525, 4.0368], [-1.1763, -5.2800, 2.9125], [-1.3541, -4.0139, 2.3558], [-0.8067, -2.8968, 2.8440], [0.9972, 1.7037, 5.6264], [-1.4576, 4.0880, 5.9843], [2.7233, 0.4015, 4.2932], [2.0699, 0.7373, 2.6842], [1.0703, -1.1760, 2.5645], [-0.3092, -1.0212, 4.7851], [1.1067, -1.8723, 5.3703], [0.8983, -4.2740, 5.3853], [-0.1293, -6.2987, 4.5061], [-1.6879, -6.1265, 2.4737], [-1.9923, -3.8312, 1.5053], [1.7652, 1.1855, 6.1892], [2.6459, 3.2639, 1.5950], [1.5281, 2.5657, 0.1229], [2.9374, 2.8904, -1.2496], [0.4141, 4.2339, -0.0049], [-0.3726, 4.6471, -1.2646], [-0.9139, 6.0581, -0.9590], [-1.5877, 3.7837, -1.6371], [-1.2756, 1.8823, -2.1379], [-3.0917, 1.4549, -2.7720], [-0.3659, 1.8984, -3.8976], [0.5967, 4.7339, -2.4504], [-0.0900, 5.4657, -4.1525], [1.4896, 4.9444, -5.1643], [0.4582, 7.3282, -3.8508], [3.1314, 4.1690, 1.2586], [3.3892, 2.5298, 1.8744], [1.9902, 3.4645, 2.4494], [3.1990, 3.9416, -1.3290], [2.6692, 2.4807, -2.2103], [3.8215, 2.3596, -0.8736], [1.1187, 5.0692, 0.1877], [-0.2420, 4.1957, 0.8625], [-1.5553, 6.0123, -0.0688], [-1.5181, 6.4485, -1.7892], [-0.0929, 6.7581, -0.7245], [-2.1587, 4.2814, -2.4560], [-2.2916, 3.6950, -0.7954], [-3.2788, 1.8559, -3.7741], [-3.8028, 1.8593, -2.0539], [-3.2094, 0.3713, -2.7519], [-0.8206, 2.6474, -4.5611], [-0.4891, 0.8969, -4.3340], [0.6982, 2.0557, -3.7421], [0.9801, 3.7389, -2.6805], [1.4785, 5.3494, -2.1698], [1.4668, 3.8518, -5.2432], [2.3772, 5.2347, -4.5998], [1.5081, 5.3457, -6.1727], [-0.1818, 7.7959, -3.1110], [0.4015, 7.9217, -4.7515], [1.4813, 7.3435, -3.5043], [1.4385, -0.4401, -1.9195], [1.6771, -1.1388, -1.3120], [0.5246, -0.6309, -2.1738], [4.2089, -0.9062, 0.0132], [4.3255, -2.3077, 0.4293], [5.1217, -2.5051, 1.6566], [3.1605, -3.0759, 0.3336], [2.0531, -2.5150, -0.0041], [3.3253, -4.4285, 0.6029], [4.3839, -5.1618, -0.0715], [2.1400, -5.2057, 0.8062], [5.2061, -0.4980, 0.0154], [3.5911, -0.3348, 0.7135], [3.7343, -0.8052, -0.9467], [4.6473, -1.9685, 2.4936], [6.1062, -2.1006, 1.4871], [5.2064, -3.5404, 1.9323], [1.3291, -3.2068, -0.1570], [5.2223, -4.4877, -0.2707], [4.0482, -5.6481, -1.0063], [4.7414, -5.9714, 0.5724], [1.6054, -5.4297, -0.1226], [1.4369, -4.7253, 1.4968], [2.4169, -6.1704, 1.2387], [-5.3470, 1.7358, 2.1010], [-4.4321, 0.9860, 1.1666], [-4.3887, -0.3433, 1.3780], [-3.8014, 1.5380, 0.2910], [-6.3424, 1.2670, 2.0691], [-5.4516, 2.7744, 1.7766], [-5.0086, 1.6881, 3.1378], [-5.0096, -0.7630, 2.0557], [-3.8541, -0.9429, 0.7444], [-2.7507, -2.2694, -0.2448], [-2.2081, -2.2291, -1.3810], [-1.4668, -1.3575, -1.8644], [-2.5257, -3.4347, -2.3207], [-3.2455, -4.5404, -1.8808], [-3.6106, -5.5528, -2.7545], [-3.3262, -5.5357, -4.1101], [-2.5754, -4.4324, -4.4950], [-2.1575, -3.4118, -3.6449], [-2.1355, -4.2948, -5.8909], [-1.5483, -3.2790, -6.1643], [-2.3571, -5.1859, -6.6933], [-4.4035, -6.6620, -2.1772], [-4.7638, -7.5678, -2.8983], [-4.6208, -6.6335, -0.9863], [-3.5384, -4.5895, -0.8388], [-3.6158, -6.3104, -4.8000], [-1.5389, -2.6038, -4.0265]], "forces_ev_per_angstrom": [[0.26, 0.33, 0.32], [-0.18, 0.01, -0.12], [-0.18, 0.24, 0.56], [0.09, -0.02, -0.54], [0.77, -0.69, 0.81], [-0.84, 0.67, -0.42], [0.10, 0.20, 0.83], [-0.18, -0.68, 0.26], [0.13, -0.45, -0.44], [0.46, 0.34, -0.24], [0.19, -0.02, 0.21], [0.00, -0.06, -0.06], [-0.36, 0.58, 0.24], [0.15, -0.24, -0.12], [0.01, -0.06, -0.37], [0.14, 0.65, 0.16], [0.00, 0.25, 0.28], [0.32, -0.14, 0.04], [-0.37, 0.35, -0.14], [0.37, -0.33, 0.12], [-0.42, -0.04, -0.17], [0.05, -0.04, 0.13], [-0.23, -0.10, -0.43], [-0.09, -0.20, -0.11], [0.07, -0.04, 0.11], [-0.02, 0.15, 0.06], [-0.13, -0.12, 0.05], [0.13, -0.08, 0.11], [-0.15, -0.20, -0.29], [-0.06, -0.02, 0.03], [-0.69, 0.00, -0.05], [0.05, 0.01, -0.35], [0.20, 0.08, 0.68], [0.61, 0.24, -0.11], [-0.04, 0.33, -0.22], [-0.06, 0.08, 0.32], [-0.47, -0.08, -0.59], [-0.01, -0.18, 0.30], [0.06, 0.21, -0.01], [-0.51, -0.03, 0.01], [0.43, 0.23, 0.11], [-0.35, 0.19, 0.10], [0.15, -0.55, 0.11], [-0.12, -0.04, 0.06], [0.21, 0.33, 0.02], [0.24, -0.20, 0.07], [0.26, 0.02, -0.18], [0.03, 0.18, -0.13], [-0.06, -0.14, -0.29], [-0.12, -0.02, -0.13], [-0.15, -0.34, -0.04], [-0.10, -0.18, -0.01], [0.05, 0.02, -0.16], [0.15, -0.03, 0.13], [-0.25, -0.19, -0.22], [0.40, -0.24, 0.43], [0.25, 0.00, -0.03], [0.00, -0.08, 0.14], [0.02, 0.10, -0.07], [0.11, 0.03, -0.17], [0.30, -0.18, 0.06], [-0.06, 0.25, 0.14], [0.02, 0.06, -0.15], [-0.04, 0.17, -0.01], [-0.40, -0.25, -0.12], [0.09, 0.15, -0.01], [0.09, 0.02, -0.17], [-0.01, 0.20, -0.03], [-0.05, 0.02, 0.14], [-0.08, 0.05, -0.41], [0.35, 0.04, 0.21], [-0.23, 0.58, -0.75], [0.15, -0.56, 0.60], [0.00, 0.00, 0.07], [-0.26, -0.46, 0.88], [-0.32, -0.64, 0.11], [-0.75, 0.75, -0.30], [0.26, 0.75, -0.38], [0.10, -0.14, 0.29], [0.20, -0.01, 0.09], [0.37, -0.03, 0.10], [-0.54, -0.41, 0.27], [0.34, 0.26, -0.18], [-0.01, 0.06, 0.12], [0.06, -0.13, -0.44], [0.15, -0.05, -0.06], [0.40, 0.16, 0.00], [-0.04, -0.41, -0.08], [-0.09, -0.08, -0.07], [-0.23, -0.20, -0.12], [-0.02, 0.38, 0.13], [0.00, 0.08, 0.07], [-0.10, 0.03, -0.20], [0.24, 0.05, -0.12], [0.04, 0.07, 0.04], [-0.73, 0.08, 0.01], [-0.41, 0.19, 0.41], [0.09, -0.66, 0.02], [0.51, 0.19, -0.42], [0.17, 0.12, 0.02], [0.19, -0.22, 0.14], [0.15, 0.09, -0.13], [0.29, 0.06, -0.22], [-0.18, -0.01, 0.14], [0.06, -0.11, -0.46], [-0.26, -0.68, -0.23], [-0.10, -0.29, -0.06], [-0.25, -0.01, 0.51], [-0.04, 0.26, 0.35], [-0.37, 0.04, 0.22], [0.51, 0.57, 0.32], [0.13, -0.04, -0.04], [0.16, 0.04, -0.40], [0.00, -0.34, -0.42], [0.31, 0.49, -0.41], [-0.26, -0.16, 0.43], [0.25, -0.30, 0.11], [0.02, 0.08, -0.55], [-0.09, 0.15, 0.30], [-0.02, -0.01, -0.14], [-0.06, -0.03, 0.00], [-0.26, -0.13, 0.11]], "total_charge": -1, "e_homo_ev": -4.655, "lumo_energy_ha": 0.036, "gap_ev": 5.62}